Formula: C4H12
Source: the Open Molecules 2025 dataset
Level of theory: the ωB97M-V functional and the def2-TZVPD basis

```
16
Properties=species:S:1:pos:R:3:forces:R:3:lowdin_charge:R:1
C -0.630 -1.963 -1.793 3.3261 -0.7611 -2.7652 -0.169
C -0.071 -0.573 -2.193 -0.3230 1.3854 1.7064 -0.193
H -0.622 -2.035 -0.718 -1.2211 -0.2544 0.1801 0.044
H -1.427 -2.145 -2.523 -0.7463 -0.2844 1.4195 0.059
H 0.148 -2.782 -2.119 -1.2250 1.4195 0.5661 0.089
H 1.006 -0.451 -2.155 0.3278 -0.4452 0.1731 0.045
H -0.334 -0.197 -3.185 -0.4036 -0.2635 0.1656 0.053
H -0.430 0.175 -1.394 0.2719 -0.7826 -1.4291 0.072
C 0.493 0.551 1.825 0.0179 -0.2182 -0.5122 -0.181
C 0.050 1.984 2.183 1.0789 -1.0680 1.4892 -0.162
H 0.736 -0.082 2.685 -0.2337 0.2468 0.0103 0.058
H -0.342 0.094 1.308 0.1020 -0.5102 -0.3063 0.039
H 1.391 0.508 1.173 -0.6198 0.1878 0.2636 0.069
H 0.602 2.659 1.573 -0.0746 0.8245 -0.6739 0.041
H 0.470 2.133 3.203 -0.8526 0.4359 -0.4306 0.068
H -1.040 2.125 2.130 0.5753 0.0878 0.1433 0.069
```
Positions in Å, forces in eV/Å.

Output
Max |F|: 4.39 eV/A
Charge: 0
Kohn-Sham gap: 12.3 eV
SMILES: CC.CC
ΔE to the lowest compared entry with this formula, charge and spin: 20.30 kcal per mole